Computed, not measured: a molecular structure, C31H37IrNOPSe2 in a non-equilibrium geometry, with ωB97M-V/def2-TZVPD.

Properties
**Orbital gap (alpha / beta)**: 0.288 / 0.149 Ha
**ΔE to the lowest compared entry with this formula, charge and spin**: 16.2 kcal per mole
**Multiplicity**: 5
**Charge**: +2
**Highest occupied orbital energy (alpha / beta)**: -0.4779 / -0.4672 hartree

Last column: Mulliken charge in e.
Geometry (Å):
Ir1 13.07044 8.81683 9.01361  1.754
C1 13.26639 8.50546 12.33887  -0.714
Se1 11.99779 7.93585 10.89720  0.009
C2 12.36347 5.84516 10.71746  -0.720
C3 11.76877 5.55208 9.37458  -0.806
Se2 12.87310 6.49547 7.80059  0.098
C4 11.25481 6.74587 6.80937  -0.872
H1 14.30520 8.40035 12.01323  0.150
H2 13.05771 7.82409 13.17370  0.465
H3 12.99176 9.51295 12.57447  0.265
H4 11.85758 5.33072 11.58283  0.444
H5 13.42589 5.72671 10.78862  0.409
H6 10.73453 5.91105 9.29454  0.412
H7 11.83229 4.47968 9.13869  0.487
H8 11.49103 7.30895 5.88920  0.356
H9 10.45093 7.20123 7.41423  0.249
H10 10.88018 5.78025 6.46284  0.427
C5 7.94208 10.56789 8.45781  -1.042
N1 8.84294 11.30125 9.22415  0.400
C6 8.27774 11.99045 10.32297  -1.035
C7 10.21546 10.88621 9.39140  -0.731
C8 10.98638 10.89803 8.11467  -0.036
C9 10.76474 11.94736 7.24519  -0.358
C10 11.20392 11.91413 5.95386  -0.765
C11 11.96552 10.79052 5.52553  -0.935
C12 12.18093 9.72678 6.41077  -0.972
C13 11.80556 9.82893 7.74052  1.157
H11 7.30300 9.79675 9.00629  0.330
H12 8.41822 9.97781 7.66359  0.302
H13 7.17019 11.23679 7.99380  0.334
H14 8.38798 11.52574 11.32524  0.332
H15 7.25177 12.23014 10.18161  0.379
H16 8.76706 12.98717 10.50714  0.285
H17 10.25135 9.84920 9.78379  0.153
H18 10.63204 11.56044 10.18998  0.176
H19 10.22638 12.81761 7.64921  0.505
H20 11.03709 12.74067 5.25258  0.430
H21 12.49517 10.81591 4.61335  0.493
H22 12.67718 8.82447 6.10325  0.591
O1 15.04359 9.11000 8.66942  -0.798
P1 16.04649 10.24265 9.21564  1.902
C14 15.46456 11.28789 10.56530  0.224
C15 16.40190 12.01783 11.29691  -0.450
C16 15.95084 12.94026 12.23686  -0.849
C17 14.60187 13.07849 12.56499  -0.767
C18 13.63793 12.36718 11.83350  -0.539
C19 14.08110 11.52693 10.81550  0.503
C20 17.37552 9.34272 9.96672  -0.118
C21 17.04120 8.24176 10.79942  0.007
C22 18.01001 7.59698 11.55436  -0.559
C23 19.38405 7.91146 11.45191  -0.622
C24 19.74243 8.92680 10.56642  -0.738
C25 18.74788 9.64903 9.88637  -0.295
C26 16.87963 11.34978 8.02707  0.427
C27 17.55740 10.76334 6.98185  -0.662
C28 17.81658 11.50146 5.78653  -0.926
C29 17.42484 12.85878 5.71126  -0.429
C30 16.78526 13.44712 6.75290  -0.795
C31 16.52630 12.71426 7.91812  -0.245
H23 17.45223 11.80807 11.23938  0.511
H24 16.65965 13.46375 12.80852  0.500
H25 14.25297 13.70179 13.35286  0.467
H26 12.58494 12.38268 12.08981  0.458
H27 13.27312 10.92992 10.26599  -0.474
H28 15.96696 7.91737 10.78662  0.008
H29 17.58406 6.86759 12.28179  0.367
H30 20.10451 7.40161 12.08500  0.423
H31 20.78704 9.16305 10.32964  0.411
H32 19.07273 10.53617 9.37738  0.416
H33 17.96197 9.80832 7.11498  0.532
H34 18.33091 11.03395 4.98521  0.469
H35 17.67790 13.41449 4.80042  0.416
H36 16.58978 14.49915 6.80010  0.474
H37 16.11566 13.25344 8.76708  0.345

***

Computed, not measured: 5 unconnected molecules or ions with the total composition C28H63FNO16S2 in a non-equilibrium geometry, with ωB97M-V/def2-TZVPD.

Properties
**Orbital gap**: 0.281 Ha
**Multiplicity**: 1
**Charge**: -1
**Highest occupied orbital energy**: -0.2056 hartree

Last column: Mulliken charge in e.
Geometry (Å):
C1 -0.28638 -3.53097 -6.05733  -0.537
C2 -0.10768 -3.47569 -4.44680  -0.217
S1 1.47181 -2.63325 -3.90900  -0.068
C3 0.97071 -1.19981 -2.81642  -0.640
N1 0.73064 0.08528 -3.55686  0.334
C4 0.18862 1.04200 -2.49414  0.281
O1 -1.08181 1.22984 -2.52818  -0.618
O2 1.01329 1.61785 -1.52886  -0.654
S2 2.14895 0.70355 -4.32155  1.126
O3 2.53203 -0.01820 -5.59145  -0.586
O4 1.80945 2.12665 -4.73466  -0.638
F1 3.50147 0.77719 -3.34042  -0.207
H1 -0.56318 -4.61280 -6.34696  0.270
H2 -1.13598 -2.79702 -6.32109  -0.062
H3 0.68022 -3.19208 -6.58199  0.284
H4 -0.02204 -4.57010 -4.08243  0.307
H5 -1.01053 -2.96907 -3.93946  0.080
H6 1.67417 -1.06334 -1.90901  0.168
H7 -0.04942 -1.49425 -2.35300  0.388
C5 -6.07615 1.67113 -8.43335  -0.810
O5 -5.97698 0.32096 -8.02159  -0.253
C6 -5.02531 -0.43108 -8.76591  -0.612
C7 -4.19527 -1.33490 -7.85678  -0.280
O6 -3.28109 -0.65439 -6.99697  -0.430
C8 -3.83921 0.12893 -5.94148  -0.374
C9 -4.55087 -0.67192 -4.85466  -0.160
O7 -5.78406 -1.20232 -5.33178  -0.296
C10 -6.03049 -2.52708 -4.90197  -0.863
H8 -6.68182 1.74238 -9.34356  0.299
H9 -6.56695 2.23175 -7.63618  0.193
H10 -5.08911 2.11584 -8.59785  0.405
H11 -4.35122 0.22446 -9.33021  0.353
H12 -5.58384 -1.05290 -9.47600  0.395
H13 -3.57406 -1.96831 -8.49696  0.430
H14 -4.82660 -2.01788 -7.28547  0.088
H15 -4.47292 0.92092 -6.33941  -0.015
H16 -2.98711 0.63217 -5.47361  0.562
H17 -4.78688 -0.00947 -4.01424  0.150
H18 -3.88693 -1.46549 -4.49642  0.258
H19 -5.13790 -3.15379 -5.00333  0.384
H20 -6.81114 -2.94946 -5.53715  0.217
H21 -6.37726 -2.52684 -3.86455  0.319
C11 -6.52046 4.40456 1.57122  -0.827
O8 -6.83289 4.43248 0.19166  -0.266
C12 -6.60835 5.69953 -0.41554  -0.532
C13 -5.94614 5.55270 -1.78409  -0.240
O9 -4.59132 5.10402 -1.75714  -0.482
C14 -4.35603 3.75378 -1.34424  -0.360
C15 -4.87863 2.68486 -2.30070  -0.329
O10 -6.30321 2.61663 -2.26832  -0.333
C16 -6.88575 2.45101 -3.54576  -0.732
H22 -7.33104 4.86259 2.14896  0.308
H23 -6.41624 3.36110 1.87242  0.235
H24 -5.57200 4.91052 1.77996  0.383
H25 -5.98280 6.34050 0.21738  0.340
H26 -7.58664 6.17946 -0.54058  0.387
H27 -5.91366 6.54494 -2.24396  0.438
H28 -6.54433 4.93320 -2.45476  0.004
H29 -4.71250 3.59322 -0.32736  0.069
H30 -3.26749 3.65018 -1.30177  0.489
H31 -4.50018 1.70533 -1.98808  0.316
H32 -4.51131 2.89382 -3.31077  0.282
H33 -6.42756 3.11708 -4.28508  0.360
H34 -7.94431 2.70754 -3.47369  0.299
H35 -6.79277 1.40858 -3.86412  0.220
C17 4.28101 0.67538 -0.11107  -0.739
O11 4.45501 -0.20822 0.98631  -0.237
C18 5.68339 -0.02239 1.67453  -0.805
C19 5.48699 -0.08551 3.18733  0.064
O12 4.77142 1.01609 3.75134  -0.495
C20 3.38147 1.11827 3.42793  -0.354
C21 2.50057 0.01167 4.00484  -0.497
O13 2.72818 -1.22618 3.34228  -0.271
C22 2.76023 -2.33582 4.21893  -0.573
H36 4.85654 0.31934 -0.97207  0.345
H37 3.22198 0.68688 -0.37528  0.142
H38 4.57445 1.69865 0.14617  0.362
H39 6.14679 0.93668 1.41336  0.333
H40 6.35708 -0.83153 1.36655  0.391
H41 6.47747 -0.05795 3.65207  0.430
H42 5.04089 -1.03315 3.49541  -0.011
H43 3.24183 1.22518 2.35305  0.111
H44 3.05100 2.06381 3.86992  0.395
H45 1.44724 0.27281 3.85079  0.451
H46 2.68497 -0.07262 5.08139  0.302
H47 3.35742 -2.12371 5.11295  0.127
H48 3.22825 -3.16946 3.69256  0.226
H49 1.74259 -2.62015 4.50202  0.325
C23 5.39345 -0.12449 7.07815  -0.551
O14 5.50267 -1.47744 7.48633  -0.238
C24 6.45448 -2.22075 6.73462  -0.352
C25 7.29408 -3.12240 7.63655  -0.429
O15 8.20913 -2.43834 8.49535  -0.476
C26 7.65184 -1.65978 9.55629  -0.260
C27 6.94875 -2.46330 10.64866  -0.533
O16 5.71700 -2.99951 10.18158  -0.249
C28 5.47917 -4.32522 10.61502  -0.841
H50 4.78316 -0.05588 6.17226  -0.112
H51 4.90378 0.43172 7.87934  0.276
H52 6.37697 0.32661 6.90920  0.445
H53 7.12151 -1.55908 6.16905  0.291
H54 5.89645 -2.84360 6.02530  0.310
H55 7.91587 -3.74958 6.99126  0.424
H56 6.66986 -3.81094 8.20856  0.143
H57 7.01213 -0.87098 9.16190  0.042
H58 8.50419 -1.15287 10.02023  0.425
H59 6.71499 -1.80011 11.48990  0.388
H60 7.61889 -3.25339 11.00354  0.344
H61 6.37369 -4.94819 10.50862  0.391
H62 4.69643 -4.75166 9.98573  0.233
H63 5.13916 -4.32497 11.65466  0.306

***

Computed, not measured: a molecular structure, C43H44CuN4PS in a non-equilibrium geometry, with ωB97M-V/def2-TZVPD.

Properties
**Orbital gap (alpha / beta)**: 0.285 / 0.265 Ha
**Multiplicity**: 2
**Charge**: +1
**Highest occupied orbital energy (alpha / beta)**: -0.3892 / -0.3787 hartree

Last column: Mulliken charge in e.
Geometry (Å):
Cu1 0.06138 0.43858 -0.69931  -1.680
C1 -0.26584 5.79488 3.92191  -2.181
C2 0.64453 4.56685 3.98666  1.962
C3 2.09185 5.04852 4.14875  -1.657
C4 0.23809 3.72331 5.20506  -1.565
C5 0.50927 3.67161 2.77367  0.293
C6 -0.40730 3.90526 1.75013  -0.470
C7 -0.56094 2.96794 0.74360  -0.617
N1 0.14986 1.85199 0.67321  -0.068
C8 1.09401 1.63563 1.60529  0.535
C9 1.27938 2.51316 2.66327  0.250
C10 1.94386 0.45880 1.37745  -0.807
C11 2.79380 -0.09943 2.32566  0.149
C12 3.59552 -1.18674 1.98448  0.615
C13 3.51729 -1.64450 0.66841  -0.404
C14 2.63539 -1.04793 -0.21110  -1.179
N2 1.86642 -0.03673 0.14284  -0.477
C15 4.47700 -1.90664 2.98086  2.125
C16 3.82444 -3.27411 3.24154  -1.619
C17 5.88301 -2.11434 2.40332  -1.713
C18 4.60106 -1.13505 4.29455  -2.075
H1 -0.15248 6.36952 4.83802  0.432
H2 -1.31234 5.51212 3.83828  0.440
H3 -0.00283 6.44192 3.08857  0.435
H4 2.15637 5.70779 5.01068  0.473
H5 2.41486 5.60292 3.27090  0.384
H6 2.78005 4.22375 4.30729  0.316
H7 0.29605 4.32514 6.10750  0.443
H8 0.89005 2.86288 5.32611  0.356
H9 -0.78328 3.36566 5.09213  0.389
H10 -1.00292 4.80317 1.72600  0.568
H11 -1.28834 3.11754 -0.04155  0.565
H12 2.04384 2.29944 3.39287  0.488
H13 2.80816 0.30588 3.32187  0.502
H14 4.12376 -2.46632 0.32594  0.444
H15 2.52614 -1.37776 -1.23504  0.459
H16 3.71891 -3.83454 2.31540  0.378
H17 2.83698 -3.14905 3.68130  0.379
H18 4.43416 -3.85631 3.92703  0.442
H19 5.88012 -2.80121 1.56254  0.342
H20 6.52731 -2.53401 3.17126  0.477
H21 6.31223 -1.17101 2.07461  0.389
H22 3.64027 -1.04683 4.79518  0.380
H23 5.01223 -0.14282 4.12012  0.464
H24 5.27109 -1.66157 4.96729  0.429
N3 0.27065 -0.30519 -2.37467  -0.001
P1 -0.89668 -0.63010 -3.35525  1.434
C19 -2.42868 -1.26342 -2.59319  0.426
C20 -3.38724 -0.39039 -2.09571  0.000
C21 -4.51249 -0.89549 -1.46868  -1.204
C22 -4.66259 -2.26360 -1.30315  -0.470
C23 -3.68574 -3.13231 -1.76377  -0.998
C24 -2.56799 -2.63264 -2.40658  -0.688
C25 -1.37481 0.78258 -4.40673  0.539
C26 -2.64426 1.05060 -4.90065  0.022
C27 -2.83798 2.15567 -5.71165  -0.826
C28 -1.77359 2.98136 -6.03757  -0.494
C29 -0.50314 2.70354 -5.55581  -0.792
C30 -0.30554 1.61033 -4.73412  -0.606
C31 -0.43823 -1.93838 -4.53355  -0.122
C32 -1.33777 -2.37766 -5.49906  -0.260
C33 -0.98248 -3.42084 -6.33470  -0.752
C34 0.26461 -4.01650 -6.21411  -0.442
C35 1.16496 -3.56518 -5.26178  -0.741
C36 0.81359 -2.52396 -4.41976  -0.213
H25 -3.24940 0.67671 -2.21541  0.792
H26 -5.27600 -0.22415 -1.10337  0.440
H27 -5.54436 -2.65697 -0.82033  0.481
H28 -3.80193 -4.19806 -1.62681  0.454
H29 -1.80287 -3.29881 -2.78272  0.505
H30 -3.47788 0.40965 -4.64885  0.455
H31 -3.82571 2.36578 -6.09547  0.428
H32 -1.93649 3.84284 -6.66822  0.404
H33 0.32972 3.33639 -5.82461  0.429
H34 0.66941 1.37963 -4.32104  0.443
H35 -2.31107 -1.91169 -5.58506  0.374
H36 -1.68381 -3.77706 -7.07513  0.416
H37 0.53347 -4.83474 -6.86632  0.396
H38 2.13657 -4.02828 -5.17129  0.428
H39 1.49175 -2.14781 -3.66506  0.422
S1 -1.35406 -3.60354 0.92440  -0.224
C37 -0.51051 -2.30885 0.17682  -0.557
N4 -1.02894 -1.13452 0.29848  0.918
C38 -2.19807 -1.17018 1.01030  -0.555
C39 -3.01583 -0.08935 1.33102  -0.347
C40 -4.16311 -0.31910 2.05876  -0.836
C41 -4.50919 -1.60368 2.47903  -0.563
C42 -3.70335 -2.68609 2.19116  -0.526
C43 -2.55445 -2.46062 1.45090  1.030
H40 0.40755 -2.48521 -0.34617  0.381
H41 -2.72955 0.89736 1.00121  0.439
H42 -4.80613 0.50685 2.32239  0.453
H43 -5.41848 -1.75630 3.03760  0.435
H44 -3.94434 -3.67599 2.53971  0.477

***

Computed, not measured: 3 unconnected molecules or ions with the total composition C2H11N2O2 in a non-equilibrium geometry, with ωB97M-V/def2-TZVPD.

Properties
**Orbital gap**: 0.352 Ha
**ΔE to the lowest compared entry with this formula, charge and spin**: 24.7 kcal per mole
**Multiplicity**: 1
**Charge**: +1
**Highest occupied orbital energy**: -0.4550 hartree

Last column: natural (NBO) charge in e.
Geometry (Å):
C1 -0.38219 -0.34067 -0.88904  -0.241
C2 -0.32696 0.96644 -1.24894  0.058
N1 -1.05390 1.51884 -2.24588  -0.765
N2 0.42549 -0.94075 0.15255  -0.712
H1 -0.91674 -0.98062 -1.59897  0.214
H2 0.24781 1.72839 -0.72498  0.213
H3 -1.28327 2.49636 -2.20148  0.408
H4 -1.76909 0.94286 -2.66300  0.392
H5 0.80058 -1.87273 -0.00759  0.435
H6 -0.13789 -1.03807 1.01618  0.467
H7 1.15647 -0.21113 0.29585  0.473
H8 2.85901 1.01630 1.76875  0.504
H9 3.15797 1.24795 0.32435  0.499
O1 2.46689 0.86883 0.88733  -0.970
H10 -1.45331 -1.86029 3.08056  0.498
H11 -2.36454 -1.84452 1.91973  0.497
O2 -1.42634 -1.69722 2.13459  -0.969

***

no.,M (g/mol),energy (eV)
1,820.75,-179085.9166
2,752.94,-88687.1463
3,743.44,-116026.2700
4,95.12,-9321.2339